(1)
The following is a quantum chemistry calculation of a 6-piece molecular cluster, C33H44N8O5 overall at a distorted geometry, from OMol25.

Results
HOMO energy: -9.113 eV
Charge: 0
SMILES: NC(N)(N)CC(=O)OCCOCOCCO.c1ccncc1.c1ccncc1.c1ccncc1.c1ccncc1.c1ccncc1
Orbital gap: 9.64 eV

XYZ file:
```
90
Properties=species:S:1:pos:R:3:forces:R:3
N 6.91242 -0.12528 0.49156 -0.8 0.7 0.2
C 6.35776 0.33397 -0.80830 1.4 0.5 -0.6
N 7.45374 0.89996 -1.67230 -0.7 -0.7 0.3
N 5.43092 1.48361 -0.55326 0.3 -1.3 -0.4
C 5.66389 -0.80707 -1.68580 -1.0 -0.2 -0.4
C 4.57068 -1.66479 -0.91845 -0.7 -0.5 2.5
O 4.39685 -1.69393 0.31242 0.6 0.6 -3.7
O 3.68635 -2.42512 -1.73921 0.8 1.9 0.9
C 2.36843 -2.51737 -1.15484 -1.5 -0.9 0.2
C 1.61667 -1.09860 -1.01982 -0.6 -1.1 -1.5
O 0.78613 -1.11100 0.15939 1.0 1.8 -0.4
C 0.66361 0.17775 0.77870 0.3 0.2 1.9
O -0.60542 0.82499 0.57905 0.9 -0.4 -1.0
C -0.89163 1.07359 -0.81328 0.0 0.2 -1.1
C 0.15782 2.00655 -1.57224 0.5 -0.4 -0.7
O -0.10947 1.94692 -3.01165 -0.1 -0.6 1.0
H 7.93597 -0.08441 0.51878 -0.6 0.1 -0.3
H 6.57348 0.56008 1.19166 0.4 -0.8 -0.5
H 8.13378 0.15759 -1.90818 -0.5 0.7 0.3
H 7.92872 1.66624 -1.17166 -0.2 -0.6 -0.3
H 5.24873 1.92642 -1.46733 -0.1 -0.4 0.7
H 4.57428 1.06380 -0.16200 0.3 0.6 -0.3
H 6.39456 -1.50899 -2.20204 -0.8 0.8 0.8
H 5.10151 -0.26575 -2.53165 0.9 -0.9 1.2
H 1.74612 -3.15480 -1.88146 1.2 1.0 0.9
H 2.35061 -3.10794 -0.16920 0.3 1.3 -1.3
H 2.30708 -0.20335 -1.12121 -0.6 -1.2 0.6
H 0.89834 -1.04661 -1.92144 1.1 0.1 1.1
H 0.74101 -0.00545 1.91148 -0.4 0.2 -1.7
H 1.51684 0.90122 0.53743 -1.0 -1.2 -0.2
H -1.91709 1.56159 -0.91394 1.4 -0.7 0.4
H -0.94608 0.07616 -1.38865 0.1 1.4 0.8
H 0.10941 3.10542 -1.29850 -0.2 -1.4 -0.2
H 1.24838 1.67179 -1.45286 -1.6 0.4 0.3
H -0.11693 1.00358 -3.28797 0.0 0.9 0.4
C -2.20432 0.07520 3.34784 0.1 0.2 0.0
C -2.57507 -1.07584 2.67126 0.0 0.0 0.1
C -3.22871 -2.07078 3.38113 -0.1 0.0 0.6
N -3.52122 -1.98719 4.68818 0.2 0.4 -0.3
C -3.14951 -0.86315 5.31911 -0.2 -0.5 -0.1
C -2.49552 0.18944 4.69898 0.0 -0.1 -0.1
H -1.69245 0.87590 2.82573 -0.1 -0.1 0.0
H -2.36184 -1.19751 1.61678 0.0 0.1 0.1
H -3.54233 -2.98969 2.89583 0.0 0.0 0.0
H -3.39635 -0.82288 6.37528 0.0 0.0 0.0
H -2.22059 1.07519 5.25786 0.0 0.0 0.0
C -5.82561 -2.30280 -0.67845 -0.1 0.0 0.0
C -4.53400 -2.23508 -0.17788 -0.1 0.0 -0.1
C -3.50579 -1.92913 -1.05521 0.1 0.1 -0.5
N -3.68486 -1.69714 -2.36436 -0.4 -0.1 0.4
C -4.94316 -1.77054 -2.82392 0.5 0.1 0.1
C -6.03938 -2.06572 -2.02863 0.0 0.0 0.1
H -6.65730 -2.53814 -0.02341 0.0 0.0 0.0
H -4.32966 -2.41528 0.86907 0.0 0.0 -0.1
H -2.47850 -1.86167 -0.71011 0.0 0.0 0.1
H -5.05871 -1.58080 -3.88630 -0.1 0.0 0.0
H -7.03410 -2.10967 -2.45401 0.1 0.0 0.0
C -6.04770 -6.93047 -2.62962 0.0 0.0 0.1
C -5.61330 -5.61390 -2.67169 0.0 -0.1 0.0
C -5.24560 -5.08402 -3.89808 0.0 -0.2 -0.6
N -5.28128 -5.77166 -5.04974 -0.2 -0.3 0.5
C -5.70342 -7.04300 -4.98116 0.2 0.5 -0.2
C -6.09613 -7.66359 -3.80627 0.0 0.1 0.1
H -6.34535 -7.38101 -1.68916 0.0 0.0 -0.1
H -5.56156 -5.01222 -1.77296 0.0 0.0 -0.1
H -4.90248 -4.05940 -3.98287 0.0 -0.1 0.1
H -5.72014 -7.57579 -5.92646 0.0 0.0 0.1
H -6.43046 -8.69339 -3.81082 0.0 0.0 0.0
C -5.80240 2.98111 5.62481 0.0 -0.1 0.1
C -5.36836 4.29769 5.57660 0.0 -0.1 0.0
C -5.00626 4.82368 4.34684 0.0 -0.2 -0.5
N -5.04700 4.13266 3.19765 -0.2 -0.3 0.5
C -5.46868 2.86147 3.27213 0.2 0.5 -0.2
C -5.85602 2.24457 4.45082 0.0 0.1 0.1
H -6.09571 2.53341 6.56797 0.0 0.0 -0.1
H -5.31277 4.90203 6.47328 0.0 0.0 -0.1
H -4.66341 5.84926 4.25728 0.0 0.0 0.1
H -5.48954 2.32559 2.32860 0.0 0.0 0.1
H -6.19012 1.21459 4.45108 0.0 0.0 0.0
C 8.98802 6.67424 0.00817 0.0 0.1 0.1
C 10.02621 6.45095 -0.88401 -0.1 0.0 0.1
C 10.04122 5.25730 -1.58716 -0.3 -0.5 -0.1
N 9.11108 4.29954 -1.45399 -0.1 0.5 0.4
C 8.11764 4.54014 -0.58199 0.4 -0.3 -0.4
C 8.01134 5.70216 0.16494 0.1 0.1 0.0
H 8.94068 7.59679 0.57606 0.0 -0.1 0.0
H 10.80613 7.18740 -1.03071 0.0 -0.1 0.0
H 10.83066 5.03853 -2.29860 0.0 0.1 0.0
H 7.37955 3.74881 -0.49096 -0.1 0.1 0.1
H 7.18662 5.84308 0.85205 0.0 0.0 0.0
```
Forces are in eV/Å.

Now the Mulliken charges, all in e: number 1, N, carries -0.578; number 2, C, carries 0.700; number 3, N, carries -0.686; number 4, N, carries -0.670; number 5, C, carries -0.656; number 6, C, carries 0.448; number 7, O, carries -0.533; number 8, O, carries -0.405; number 9, C, carries -0.489; number 10, C, carries 0.494; number 11, O, carries -0.411; number 12, C, carries -0.189; number 13, O, carries -0.361; number 14, C, carries 0.070; number 15, C, carries -0.148; number 16, O, carries -0.567; number 17, H, carries 0.261; number 18, H, carries 0.281; number 19, H, carries 0.273; number 20, H, carries 0.165; number 21, H, carries 0.317; number 22, H, carries 0.172; number 23, H, carries 0.371; number 24, H, carries 0.236; number 25, H, carries 0.311; number 26, H, carries 0.235; number 27, H, carries -0.062; number 28, H, carries 0.079; number 29, H, carries 0.298; number 30, H, carries 0.157; number 31, H, carries 0.344; number 32, H, carries -0.131; number 33, H, carries 0.317; number 34, H, carries 0.039; number 35, H, carries 0.325; number 36, C, carries -0.265; number 37, C, carries 0.202; number 38, C, carries -0.533; number 39, N, carries -0.613; number 40, C, carries -0.271; number 41, C, carries -0.560; number 42, H, carries 0.528; number 43, H, carries 0.264; number 44, H, carries 0.473; number 45, H, carries 0.397; number 46, H, carries 0.404; number 47, C, carries -0.589; number 48, C, carries 0.238; number 49, C, carries -0.361; number 50, N, carries -0.526; number 51, C, carries -0.584; number 52, C, carries -0.144; number 53, H, carries 0.432; number 54, H, carries 0.110; number 55, H, carries 0.493; number 56, H, carries 0.507; number 57, H, carries 0.381; number 58, C, carries -0.588; number 59, C, carries 0.052; number 60, C, carries -0.200; number 61, N, carries -0.533; number 62, C, carries -0.325; number 63, C, carries -0.251; number 64, H, carries 0.373; number 65, H, carries 0.319; number 66, H, carries 0.426; number 67, H, carries 0.365; number 68, H, carries 0.365; number 69, C, carries -0.252; number 70, C, carries -0.347; number 71, C, carries -0.200; number 72, N, carries -0.576; number 73, C, carries -0.236; number 74, C, carries -0.322; number 75, H, carries 0.389; number 76, H, carries 0.363; number 77, H, carries 0.362; number 78, H, carries 0.444; number 79, H, carries 0.375; number 80, C, carries -0.231; number 81, C, carries -0.359; number 82, C, carries -0.247; number 83, N, carries -0.398; number 84, C, carries 0.216; number 85, C, carries -0.677; number 86, H, carries 0.366; number 87, H, carries 0.350; number 88, H, carries 0.361; number 89, H, carries 0.274; number 90, H, carries 0.350

---

(2)
The following is a quantum chemistry calculation of C33H45BN2O4S in the gas phase at a distorted geometry, from OMol25.

Results
HOMO energy: -7.871 eV
Charge: 0
SMILES: CCOB(O)c1cc(CCC(=O)O)cc2c1Nc1c(CCCCCCCCCCCCn3cccc3)cccc1S2
Orbital gap: 8.12 eV

XYZ file:
```
86
Properties=species:S:1:pos:R:3:forces:R:3
C 6.46700 -0.75988 1.05530 0.6 0.1 0.4
C 5.40634 0.16941 1.75442 -0.3 -1.3 0.3
O 5.71374 1.58084 1.61267 -1.3 -0.6 -1.1
B 4.77673 2.15345 0.68397 1.0 -0.1 0.3
O 5.22787 2.28390 -0.65642 -1.3 -1.2 1.1
C 3.32505 2.54205 1.20808 -1.4 0.5 0.2
C 3.22761 3.24608 2.51021 -2.4 -0.5 -0.7
C 1.92459 3.60904 3.10343 -0.3 -0.7 -1.9
C 1.75087 4.30882 4.49165 1.2 -1.1 0.3
C 1.21123 3.26973 5.58433 -0.3 1.4 0.1
C -0.29552 2.91306 5.42086 -1.4 -1.8 -0.4
O -0.70833 1.77836 5.57034 0.9 0.9 0.0
O -1.25687 3.86157 5.04767 1.8 0.1 -0.1
C 0.69928 3.25329 2.35659 2.2 -0.7 -1.1
C 0.81434 2.55781 1.07753 1.2 -0.3 0.2
C 2.11390 2.17832 0.44454 -0.6 1.9 2.9
N 2.08855 1.50505 -0.81924 -0.5 -0.7 1.2
C 1.28101 0.31040 -0.82911 -2.1 -2.6 0.1
C 1.81127 -1.00487 -1.23999 0.0 -0.4 0.6
C 3.32075 -1.10749 -1.73215 -2.1 1.2 -0.5
C 3.34857 -0.42036 -3.18708 0.8 -1.0 0.3
C 2.29718 -1.04464 -4.19425 0.3 0.4 -0.9
C 1.23896 0.00436 -4.76219 0.3 -0.6 0.0
C -0.04806 0.17364 -3.85797 0.2 -0.2 -1.0
C -1.41099 0.24437 -4.67620 0.3 0.8 1.8
C -2.57215 0.19781 -3.57262 0.1 -0.1 -0.5
C -3.06971 -1.26773 -3.27066 -1.0 0.3 -0.5
C -4.14850 -1.33611 -2.09895 0.0 -0.7 -0.6
C -4.04748 -2.65784 -1.23436 -0.3 0.3 0.5
C -5.41485 -3.01081 -0.46999 1.7 -0.5 -0.2
C -5.01778 -3.56938 0.96409 -0.2 -0.4 -0.3
N -4.95605 -2.52115 1.99486 -0.2 1.9 2.0
C -3.85204 -1.97528 2.65258 0.6 1.9 2.0
C -4.23222 -0.95888 3.64596 -2.4 -2.2 -2.4
C -5.75770 -0.91191 3.57177 2.4 -2.1 -2.1
C -6.07844 -1.87721 2.53852 -0.3 0.7 0.9
C 0.99787 -2.22984 -1.21562 -2.0 3.3 1.1
C -0.42449 -2.08667 -0.79427 1.5 0.6 -0.2
C -1.01864 -0.80456 -0.37423 2.6 -0.4 -0.7
C -0.14697 0.37260 -0.39546 1.6 -0.8 -0.3
S -0.68337 2.04678 0.14184 1.0 -0.8 0.3
H 6.36052 -0.83124 -0.06202 0.1 0.3 1.0
H 6.44596 -1.82180 1.44322 -0.3 1.2 -0.3
H 7.49477 -0.36904 1.32631 -1.1 -0.4 -0.5
H 4.36985 -0.06157 1.34590 1.0 0.3 0.4
H 5.36205 -0.13083 2.84268 0.1 0.7 -1.0
H 5.61458 1.40621 -0.86249 0.4 0.9 0.0
H 4.17830 3.47011 3.04847 -0.9 -0.2 -0.5
H 2.79629 4.56778 4.84327 -1.2 0.0 -0.4
H 1.13655 5.24371 4.46569 0.4 -0.9 -0.1
H 1.32669 3.72303 6.61549 -0.2 -0.3 -1.1
H 1.85323 2.34256 5.60041 -1.1 0.8 -0.3
H -2.02617 3.38504 4.67250 0.6 -0.1 0.6
H -0.31087 3.51312 2.77053 1.2 -0.3 -0.6
H 3.00852 1.37636 -1.23741 -0.3 0.1 0.3
H 3.59562 -2.18975 -1.80937 0.0 1.1 0.2
H 3.95405 -0.52472 -1.00135 -0.3 -0.9 -0.8
H 3.23108 0.69504 -3.13539 0.0 -1.0 0.1
H 4.38988 -0.60544 -3.59495 -1.1 0.3 0.4
H 1.75607 -1.94437 -3.79708 0.5 0.9 -0.1
H 2.89108 -1.40752 -5.08823 -0.7 0.3 1.0
H 1.80976 0.96895 -4.91938 -0.9 -0.9 0.1
H 0.92513 -0.38901 -5.77421 0.3 0.5 1.0
H -0.12160 -0.73418 -3.20198 0.1 1.0 -0.3
H 0.05516 1.12088 -3.25235 -0.3 -1.2 -0.4
H -1.51596 -0.57888 -5.43499 0.1 0.8 0.7
H -1.46457 1.25830 -5.15461 0.1 -1.1 0.0
H -3.40140 0.85773 -3.96622 0.5 -1.0 0.6
H -2.23208 0.67703 -2.60428 -0.1 -0.5 -1.1
H -2.23660 -2.00429 -3.10193 -0.6 0.9 0.0
H -3.61610 -1.62068 -4.20128 0.8 0.2 0.9
H -5.16966 -1.35626 -2.59015 1.0 0.2 0.6
H -4.11434 -0.39958 -1.47790 0.0 -1.0 -0.3
H -3.73331 -3.54743 -1.85784 -0.4 1.0 0.4
H -3.26298 -2.56773 -0.42325 -0.7 0.1 -1.0
H -6.03419 -2.07556 -0.42774 0.3 -1.1 0.2
H -5.92376 -3.84669 -1.03700 0.2 1.1 0.6
H -5.73717 -4.39185 1.24785 0.6 1.1 0.1
H -3.99763 -4.05513 0.95750 -1.1 0.5 -0.2
H -2.77676 -2.25924 2.49351 -1.5 0.0 -0.2
H -3.56742 -0.37285 4.32000 -0.6 -0.7 -0.8
H -6.46638 -0.29789 4.16950 0.7 -0.7 -0.7
H -7.05907 -2.22009 2.13267 0.9 0.6 0.6
H 1.40848 -3.22796 -1.49905 -0.4 1.1 0.3
H -1.00615 -3.05030 -0.78589 0.4 1.4 0.1
H -2.09195 -0.74012 -0.04756 1.4 0.0 -0.3
```
Forces are in eV/Å.

Now the Mulliken charges, all in e: number 1, C, carries -1.109; number 2, C, carries 0.070; number 3, O, carries -0.504; number 4, B, carries 0.466; number 5, O, carries -0.622; number 6, C, carries 0.676; number 7, C, carries -0.908; number 8, C, carries 0.524; number 9, C, carries -1.040; number 10, C, carries -0.382; number 11, C, carries 0.481; number 12, O, carries -0.594; number 13, O, carries -0.489; number 14, C, carries -0.682; number 15, C, carries 0.694; number 16, C, carries -0.482; number 17, N, carries -0.076; number 18, C, carries -0.633; number 19, C, carries 0.727; number 20, C, carries -1.016; number 21, C, carries -0.596; number 22, C, carries -0.684; number 23, C, carries -0.989; number 24, C, carries 0.847; number 25, C, carries -1.055; number 26, C, carries -0.352; number 27, C, carries -0.753; number 28, C, carries -0.746; number 29, C, carries 0.162; number 30, C, carries -0.602; number 31, C, carries -0.977; number 32, N, carries 0.330; number 33, C, carries -0.322; number 34, C, carries -0.547; number 35, C, carries -0.638; number 36, C, carries -0.325; number 37, C, carries -0.785; number 38, C, carries -0.612; number 39, C, carries -0.066; number 40, C, carries 0.801; number 41, S, carries -0.399; number 42, H, carries 0.191; number 43, H, carries 0.369; number 44, H, carries 0.296; number 45, H, carries 0.090; number 46, H, carries 0.337; number 47, H, carries 0.344; number 48, H, carries 0.256; number 49, H, carries 0.319; number 50, H, carries 0.381; number 51, H, carries 0.335; number 52, H, carries 0.317; number 53, H, carries 0.346; number 54, H, carries 0.457; number 55, H, carries 0.168; number 56, H, carries 0.601; number 57, H, carries -0.317; number 58, H, carries 0.335; number 59, H, carries 0.519; number 60, H, carries 0.345; number 61, H, carries 0.437; number 62, H, carries 0.300; number 63, H, carries 0.405; number 64, H, carries -0.722; number 65, H, carries 0.272; number 66, H, carries 0.419; number 67, H, carries 0.334; number 68, H, carries 0.517; number 69, H, carries -0.019; number 70, H, carries 0.245; number 71, H, carries 0.455; number 72, H, carries 0.464; number 73, H, carries 0.373; number 74, H, carries 0.386; number 75, H, carries -0.471; number 76, H, carries 0.440; number 77, H, carries 0.307; number 78, H, carries 0.356; number 79, H, carries 0.376; number 80, H, carries 0.339; number 81, H, carries 0.469; number 82, H, carries 0.359; number 83, H, carries 0.323; number 84, H, carries 0.304; number 85, H, carries 0.249; number 86, H, carries 0.608

---

- Which of these has the highest orbital gap?
  C33H44N8O5

---

- Among the records above, which one has the lowest HOMO energy?
  C33H44N8O5